The following is a quantum chemistry calculation of a molecular structure, C31H35CoF9N4OP2 at a distorted geometry, from the OMol25 dataset.

XYZ file:
```
83
C31H35CoF9N4OP2 | the OMol25 dataset | the ωB97M-V functional and the def2-TZVPD basis
Co -0.12038 2.87835 0.55130
C 2.63951 -1.88601 -1.20682
C 3.17203 -0.71793 -0.82072
C 3.42797 0.53697 -1.60512
C 2.15794 1.24437 -2.14075
C 2.04574 1.02176 -3.63637
C 1.82095 -0.20079 -4.13739
C 2.51184 -1.49134 -3.75497
C 1.96099 -2.23590 -2.49583
C -2.28418 3.29581 0.40713
H 2.85745 -2.74466 -0.56095
H 3.64262 -0.66296 0.16326
H 4.09360 0.31165 -2.45426
H 3.95904 1.22856 -0.92300
H 1.25651 0.81394 -1.66140
H 2.26541 2.31587 -1.88436
H 1.96370 1.92150 -4.25811
H 1.09844 -0.31802 -4.96167
H 3.58997 -1.30667 -3.61985
H 2.39226 -2.15640 -4.63265
H 0.86736 -2.12582 -2.44598
H 2.15016 -3.31617 -2.59399
H -2.76525 2.34575 0.09231
H -2.43308 4.05806 -0.37714
H -2.76863 3.64343 1.34451
P 2.25391 5.52318 -3.49364
P 5.10096 4.41295 -1.34494
N 2.02556 5.10313 -5.21447
N 2.10011 7.32779 -3.85391
N 6.21843 3.56442 -2.49357
N 6.47708 5.24388 -0.45379
C 4.09022 5.56625 -3.71110
C 4.85602 5.89075 -2.42456
C 0.90630 4.41714 -5.69950
C 1.02063 4.28577 -7.08404
C 2.21722 4.95934 -7.48057
C 2.79702 5.46795 -6.32255
C 1.14097 8.11984 -3.22240
C 1.31227 9.45454 -3.59880
C 2.42180 9.49545 -4.49494
C 2.86291 8.18107 -4.65153
C 6.28698 2.17472 -2.70635
C 7.04958 1.92588 -3.84791
C 7.55069 3.18508 -4.31266
C 7.03614 4.16119 -3.46664
C 7.86669 5.24408 -0.61851
C 8.44646 6.08508 0.33306
C 7.37544 6.64843 1.10105
C 6.18917 6.13954 0.58622
H 4.42342 6.30656 -4.44610
H 4.38973 4.59212 -4.11294
H 5.82409 6.35836 -2.68083
H 4.33136 6.65169 -1.82849
H 0.16681 4.04696 -5.00920
H 0.31907 3.79285 -7.74514
H 2.61158 5.09217 -8.47599
H 3.74769 5.97349 -6.21693
H 0.43043 7.65543 -2.55527
H 0.70848 10.29843 -3.28220
H 2.86000 10.36621 -4.97029
H 3.67891 7.82432 -5.26438
H 5.88453 1.47244 -1.97822
H 7.22800 0.95791 -4.29383
H 8.22262 3.37236 -5.14430
H 7.23374 5.23220 -3.47098
H 8.33723 4.70330 -1.42210
H 9.50604 6.24468 0.48502
H 7.47278 7.32254 1.94094
H 5.16479 6.36439 0.83844
F 0.52554 -1.70029 0.73384
C -0.02234 -1.12404 1.83753
F -0.43299 -2.14193 2.65075
F 0.96529 -0.44879 2.46634
C -1.18553 -0.08374 1.40853
O -0.62367 1.06316 1.02196
C -2.00619 -0.65171 0.15876
F -2.48072 -1.93039 0.28713
F -3.07654 0.15412 -0.08346
F -1.21269 -0.60795 -0.93507
C -2.19823 -0.01767 2.63092
F -3.01443 -1.11177 2.65140
F -1.52656 0.01451 3.80923
F -2.98569 1.07732 2.58916
```

Values from the calculation:
Spin multiplicity: 4
LUMO (spin up / spin down), eV: -1.759 / -1.864
HOMO energy (spin up / spin down), eV: -8.43 / -8.43

Atom charges from the Löwdin analysis, given in e for atoms 1 to 4: atom 1 (Co): 0.9394, atom 2 (C): -0.1310, atom 3 (C): -0.1123, atom 4 (C): -0.2178

=====

The following is a quantum chemistry calculation of a molecular structure, C31H35F9N4OP2Zr at a distorted geometry, from the OMol25 dataset.

XYZ file:
```
83
C31H35F9N4OP2Zr | the OMol25 dataset | the ωB97M-V functional and the def2-TZVPD basis
Zr -0.39097 -2.13161 2.15228
C -1.27830 2.68160 3.21842
C -1.50975 1.73357 2.33498
C -0.77050 1.52366 1.04731
C 0.48166 0.65953 1.15641
C 1.55708 1.13734 2.06884
C 1.75939 2.36293 2.57610
C 0.98946 3.62357 2.30949
C -0.27223 3.78111 3.21949
C 1.57457 -2.91555 2.42418
H -2.04030 2.83420 3.98903
H -2.39853 1.06457 2.46250
H -0.53799 2.45160 0.50457
H -1.47945 0.98999 0.39373
H 0.11822 -0.41912 1.51727
H 0.89850 0.50787 0.14788
H 2.20367 0.30326 2.35016
H 2.64391 2.52357 3.23623
H 0.71418 3.79268 1.25896
H 1.67532 4.44936 2.56780
H 0.09726 3.92172 4.24684
H -0.79863 4.71630 2.96829
H 1.67736 -3.34419 3.43910
H 2.39330 -2.17682 2.32702
H 1.76097 -3.76550 1.73332
P 1.53696 -1.09814 -1.65890
P -2.33974 -0.23076 -1.54858
N 2.84383 -0.00344 -2.19987
N 2.03918 -2.31268 -2.88920
N -2.38757 1.35532 -2.31182
N -3.74759 -0.78111 -2.54321
C 0.28371 -0.28384 -2.72653
C -1.07908 -0.99324 -2.67600
C 4.01295 0.15584 -1.44092
C 4.90359 0.95504 -2.15824
C 4.27908 1.27878 -3.40324
C 3.02903 0.67273 -3.40917
C 2.39651 -3.61251 -2.52360
C 2.74182 -4.32395 -3.66588
C 2.60408 -3.43770 -4.77898
C 2.17751 -2.21160 -4.27707
C -2.47473 2.59236 -1.63974
C -2.16117 3.60647 -2.53183
C -1.87849 2.99613 -3.79335
C -2.02371 1.62971 -3.63630
C -4.47650 -0.25103 -3.61476
C -5.32565 -1.22760 -4.11040
C -5.10155 -2.42323 -3.34497
C -4.11463 -2.13185 -2.41146
H 0.59616 -0.24120 -3.78086
H 0.23078 0.76216 -2.39216
H -1.49456 -1.06178 -3.69613
H -0.96039 -2.03181 -2.32138
H 4.09149 -0.30425 -0.46702
H 5.87798 1.27265 -1.82712
H 4.68278 1.89045 -4.20276
H 2.26440 0.68938 -4.17692
H 2.35525 -3.90449 -1.48511
H 3.03542 -5.36371 -3.70712
H 2.76949 -3.66372 -5.82318
H 1.95672 -1.29596 -4.80442
H -2.82012 2.64774 -0.61174
H -2.09773 4.66356 -2.29515
H -1.56498 3.48023 -4.71127
H -1.93622 0.83741 -4.36939
H -4.35528 0.77171 -3.94381
H -6.02230 -1.10967 -4.92616
H -5.59888 -3.37228 -3.46292
H -3.64669 -2.74873 -1.66605
F -1.38476 1.10182 5.22852
C -1.46666 -0.19567 5.60808
F -1.72310 -0.18990 6.93320
F -2.53765 -0.73363 4.96806
C -0.17609 -0.93450 5.18116
O -0.27447 -1.20773 3.79734
C 1.10415 -0.09382 5.49285
F 1.32451 0.02287 6.82343
F 2.20202 -0.63980 4.91142
F 1.00127 1.15627 4.98535
C -0.08102 -2.27436 5.93185
F -0.07747 -2.11778 7.27797
F -1.13453 -3.08023 5.59189
F 1.05445 -2.95658 5.58333
```

Values from the calculation:
Spin multiplicity: 1
LUMO, eV: -9.784
HOMO energy, eV: -12.50
Charge: +2

Atom charges from the Löwdin analysis, given in e for atoms 1 to 4: atom 1 (Zr): 1.9305, atom 2 (C): -0.1145, atom 3 (C): -0.1166, atom 4 (C): -0.2223

=====

The following is a quantum chemistry calculation of a molecular structure, C31H35F9N4OP2Zr at a distorted geometry, from the OMol25 dataset.

XYZ file:
```
83
C31H35F9N4OP2Zr | the OMol25 dataset | the ωB97M-V functional and the def2-TZVPD basis
Zr 1.29746 1.08751 -0.93391
C 3.21627 -2.78542 1.73819
C 2.15087 -2.60148 0.94531
C 0.93236 -1.71590 1.20719
C 1.46443 -0.25440 1.25831
C 1.96076 0.09207 2.69110
C 2.19092 -0.76597 3.68125
C 1.99761 -2.27594 3.86917
C 3.20540 -2.98209 3.22465
C 1.64779 3.23818 -0.92890
H 4.19710 -2.90861 1.25714
H 2.30511 -2.67524 -0.14900
H 0.36539 -1.88004 2.13176
H 0.20083 -1.89256 0.40205
H 2.35472 -0.13598 0.57213
H 0.66216 0.49852 0.95416
H 2.30526 1.13334 2.77784
H 2.76937 -0.38581 4.54483
H 1.07583 -2.70822 3.46712
H 1.98591 -2.48073 4.95381
H 4.14382 -2.53643 3.59110
H 3.26908 -4.03271 3.55307
H 2.67812 3.50035 -1.23289
H 1.51064 3.55645 0.11364
H 0.95138 3.78558 -1.59056
P -1.30134 1.78163 -0.00489
P -0.99892 -1.43560 -1.97459
N -1.99485 1.89067 1.76493
N -2.72463 2.91718 -0.54466
N -1.97931 -2.54719 -0.81577
N -1.92568 -2.18783 -3.41576
C -2.30565 0.30726 -0.32792
C -2.20063 -0.06003 -1.81371
C -1.37879 2.68855 2.72184
C -2.19409 2.78083 3.85209
C -3.38826 2.05356 3.56961
C -3.23798 1.52408 2.28555
C -2.46252 4.14447 -1.13608
C -3.66188 4.83157 -1.32247
C -4.70798 4.01320 -0.79669
C -4.10628 2.84166 -0.33621
C -1.46134 -3.63909 -0.10719
C -2.45409 -4.18635 0.70633
C -3.59000 -3.32716 0.61016
C -3.31338 -2.40355 -0.39792
C -2.89921 -3.18481 -3.50161
C -3.53543 -3.11859 -4.74455
C -2.93657 -2.03632 -5.45947
C -1.96792 -1.48113 -4.62931
H -3.36766 0.43992 -0.07639
H -1.90268 -0.45285 0.36115
H -3.19061 -0.30566 -2.24169
H -1.77719 0.75608 -2.43170
H -0.39755 3.09351 2.52639
H -1.95978 3.30714 4.76654
H -4.25293 1.93092 4.20843
H -3.93533 0.90292 1.74584
H -1.44616 4.40133 -1.39121
H -3.77543 5.80443 -1.77740
H -5.76537 4.24045 -0.74671
H -4.58869 1.97839 0.10235
H -0.42166 -3.92078 -0.22207
H -2.36884 -5.11104 1.26608
H -4.48834 -3.34946 1.20743
H -3.94793 -1.62362 -0.78362
H -3.06638 -3.87043 -2.69023
H -4.32702 -3.76500 -5.08810
H -3.18047 -1.69639 -6.45603
H -1.30120 -0.64303 -4.78610
F 5.03520 -1.35385 -0.52738
C 5.21739 -0.41634 -1.49641
F 6.53372 -0.43696 -1.80407
F 4.52696 -0.80034 -2.59966
C 4.59964 0.96961 -1.03386
O 3.21045 0.97874 -1.23088
C 4.95792 1.30778 0.44242
F 6.29769 1.45543 0.62736
F 4.33303 2.44493 0.86466
F 4.54264 0.31648 1.28591
C 5.36359 2.07830 -1.86718
F 6.72490 1.97590 -1.85072
F 4.94822 1.98886 -3.15151
F 5.05799 3.33313 -1.43188
```

Values from the calculation:
Spin multiplicity: 1
LUMO, eV: -9.443
HOMO energy, eV: -12.98
Charge: +2

Atom charges from the Löwdin analysis, given in e for atoms 1 to 4: atom 1 (Zr): 1.6767, atom 2 (C): -0.0822, atom 3 (C): -0.0807, atom 4 (C): -0.1892

=====

Values for energy above the lowest of the compared OMol25 structures with the same formula, charge and spin, kcal per mole, ordered as above
32.9, 0.0, 18.7
Values for E_tot, eV, ordered as above
-121378.6707, -85016.3999, -85015.5891